1.
This record from the Open Molecules 2025 dataset describes a molecular structure, C32H57As2Cl3CoN3O9Si at a distorted geometry. The level of theory is the ωB97M-V functional and the def2-TZVPD basis.

Structure (XYZ):
```
108
Properties=species:S:1:pos:R:3:forces:R:3:lowdin_charge:R:1
Co 0.4882 0.6994 0.3262 0.351 0.431 -0.363 0.48
C 6.4917 -0.8720 1.9145 -0.004 0.035 0.028 -0.05
C 5.6438 0.3866 2.0215 -0.022 -0.031 -0.021 -0.19
N 4.6016 0.4712 0.9867 0.033 -0.015 0.076 -0.06
C 5.0215 0.9708 -0.3288 -0.022 0.022 0.026 -0.17
C 5.2158 -0.1243 -1.3716 -0.012 0.018 -0.029 -0.05
C 3.3348 0.1124 1.2067 0.089 0.184 -0.086 -0.38
C 2.9425 -0.3548 2.5741 -0.005 -0.072 0.027 0.00
N 2.4090 0.1651 0.2743 0.296 -0.233 0.126 0.08
H 7.2083 -0.9046 2.7345 0.009 -0.005 0.000 0.09
H 7.0544 -0.8958 0.9828 0.005 -0.003 -0.021 0.07
H 5.8741 -1.7697 1.9643 -0.008 -0.011 0.004 0.08
H 6.2670 1.2743 1.9141 -0.005 0.002 0.017 0.13
H 5.1803 0.4556 3.0019 -0.005 0.001 -0.008 0.11
H 5.9600 1.5006 -0.1761 -0.014 0.013 -0.012 0.13
H 4.3013 1.7246 -0.6636 0.001 -0.006 -0.009 0.12
H 6.0594 -0.7629 -1.1191 0.009 -0.024 0.009 0.07
H 5.4162 0.3284 -2.3424 0.011 -0.007 -0.015 0.09
H 4.3369 -0.7638 -1.4668 -0.011 0.004 -0.002 0.06
H 2.9388 0.4815 3.2730 0.000 -0.006 0.025 0.09
H 3.6280 -1.1169 2.9425 -0.007 0.015 0.015 0.09
H 1.9438 -0.7760 2.5323 -0.006 0.013 -0.019 0.05
H 2.8095 0.4564 -0.6086 -0.044 0.001 -0.042 0.02
Cl -2.6769 -0.8905 4.7920 -0.101 -0.002 0.038 0.71
C -0.9814 -1.0773 4.3895 0.266 0.072 -0.107 -1.59
Cl -0.4891 -2.7773 4.4925 -0.001 0.015 0.066 0.68
Cl 0.0405 -0.0683 5.4175 -0.069 -0.076 -0.039 0.70
C -0.7566 -0.6589 2.9928 -0.161 -0.046 0.014 -0.34
N -0.5542 -0.3651 1.9053 -0.003 -0.261 -0.003 0.21
C -3.2276 -2.6690 1.6427 -0.024 0.081 0.048 -0.14
Si -2.5584 -2.6408 -0.0622 -0.084 -0.054 0.052 0.99
C -3.6594 -1.9227 -1.3489 0.007 0.089 -0.020 -0.62
C -4.6626 -0.9291 -0.7484 -0.002 -0.016 -0.053 -0.06
C -3.0003 -1.3437 -2.6009 -0.009 0.005 0.032 -0.06
C -4.3943 -3.2548 -1.7091 -0.005 0.065 -0.045 -0.06
C -1.1069 -3.7541 -0.3704 0.104 -0.110 -0.075 -0.62
C -0.6294 -3.8432 -1.8232 0.043 0.015 0.057 -0.07
C 0.0771 -3.4127 0.5518 -0.041 0.042 -0.045 -0.08
C -1.6867 -5.1344 0.0521 0.031 0.023 0.017 -0.06
H -4.1097 -3.3193 1.6457 -0.022 0.010 0.012 0.08
H -3.5693 -1.6742 1.9369 -0.003 -0.002 0.008 0.04
H -2.5246 -3.0592 2.3777 0.005 -0.008 -0.025 0.01
H -4.1908 -0.0149 -0.3853 0.038 0.001 0.000 0.07
H -5.2389 -1.3654 0.0678 -0.014 0.004 0.025 0.09
H -5.3724 -0.6365 -1.5254 -0.023 -0.012 0.001 0.11
H -2.5103 -0.3946 -2.3786 0.028 0.031 0.010 0.05
H -3.7754 -1.1329 -3.3413 0.000 0.001 -0.009 0.11
H -2.2882 -2.0274 -3.0652 0.007 0.007 0.009 0.07
H -4.8671 -3.7432 -0.8518 -0.006 -0.007 0.037 0.09
H -3.7530 -3.9732 -2.2224 0.020 -0.013 -0.010 0.08
H -5.2030 -2.9919 -2.3955 -0.020 -0.026 -0.004 0.12
H -0.1537 -2.9204 -2.1621 -0.025 0.002 -0.004 0.07
H -1.4267 -4.1033 -2.5191 -0.013 0.012 -0.007 0.08
H 0.1246 -4.6309 -1.8887 0.013 0.000 -0.018 0.10
H 0.5571 -2.4680 0.2808 -0.023 -0.015 0.006 0.06
H 0.8258 -4.2020 0.4517 0.006 -0.020 0.006 0.10
H -0.2137 -3.3692 1.6028 0.009 0.014 -0.001 0.04
H -2.5229 -5.4580 -0.5711 -0.012 0.016 -0.024 0.09
H -2.0013 -5.1576 1.0961 0.001 -0.005 0.024 0.09
H -0.8928 -5.8754 -0.0652 0.002 -0.014 0.001 0.11
C -2.9108 2.4145 3.0727 -0.046 0.007 -0.058 -0.04
O -3.8267 2.0857 2.0204 0.023 0.041 0.015 -0.02
C -3.7492 2.7157 0.8323 -0.040 -0.090 0.040 -0.56
O -4.6079 2.5397 0.0116 0.011 0.000 -0.021 0.12
C -2.4414 3.3715 0.4895 0.325 -0.069 -0.043 -0.27
C -2.0951 4.6314 0.7356 0.088 0.366 0.052 -0.24
As -0.2856 5.5057 0.5208 -0.161 -0.198 0.032 1.35
C -0.3130 5.7921 -1.4090 0.030 -0.066 -0.039 -0.28
C 0.4917 3.6987 0.5576 -0.117 0.198 0.031 -0.31
C 0.3778 2.7777 -0.5551 0.233 -0.139 0.449 -0.43
As -1.4051 2.0703 -0.5592 -0.992 -0.243 -0.026 1.31
C -2.3126 2.3718 -2.2551 0.151 0.166 -0.113 -0.23
C 1.1373 3.0826 -1.7460 0.128 -0.190 -0.499 -0.60
O 2.2371 3.5959 -1.7443 -0.012 0.084 0.102 0.08
O 0.5527 2.6713 -2.9066 0.005 0.038 0.180 -0.12
C 1.2876 2.9892 -4.0935 0.051 0.030 -0.134 -0.04
C 0.6724 3.1216 1.8622 0.129 -0.257 0.083 -0.52
O 0.7871 1.8929 2.0548 -0.077 0.259 0.195 -0.05
O 0.7094 3.9765 2.8692 -0.034 0.159 -0.081 -0.06
C 0.8969 3.4568 4.1878 0.020 -0.040 0.083 -0.02
C -3.1517 5.5172 1.3313 0.042 0.036 0.037 -0.52
O -4.1020 5.1141 1.9546 -0.001 -0.061 0.019 0.13
O -2.9104 6.7929 1.0556 -0.008 -0.026 0.008 -0.07
C -3.8875 7.7349 1.5479 -0.016 0.024 0.003 0.00
H -3.2364 1.8306 3.9295 0.021 0.024 -0.031 0.07
H -2.9703 3.4714 3.3173 -0.014 0.056 -0.023 0.10
H -1.8865 2.1429 2.8016 0.000 -0.007 0.006 0.07
H -0.9173 6.6733 -1.6142 -0.023 0.000 0.023 0.04
H -0.7160 4.9372 -1.9472 -0.003 0.028 -0.029 0.01
H 0.7111 5.9774 -1.7306 -0.010 0.030 -0.016 0.04
H -2.2260 3.4295 -2.4927 -0.059 -0.013 -0.070 0.04
H -3.3612 2.1125 -2.1258 0.001 -0.023 0.046 0.03
H -1.8353 1.7903 -3.0383 -0.020 -0.046 0.023 0.03
H 0.6944 2.6108 -4.9218 -0.003 -0.001 0.015 0.10
H 2.2739 2.5252 -4.0894 -0.021 -0.020 0.040 0.09
H 1.4198 4.0654 -4.1900 -0.022 -0.003 0.028 0.10
H 0.9548 4.3252 4.8355 0.001 -0.016 -0.002 0.11
H 1.8189 2.8791 4.2429 -0.011 0.008 -0.009 0.09
H 0.0530 2.8283 4.4699 -0.003 -0.007 -0.010 0.07
H -3.5368 8.7097 1.2281 -0.005 -0.008 0.002 0.10
H -3.9414 7.6786 2.6327 0.007 -0.004 -0.007 0.10
H -4.8633 7.5121 1.1226 0.009 -0.002 -0.003 0.10
C 1.4119 -0.3086 -2.6862 -0.124 0.012 0.005 -0.07
O 0.3204 -0.1023 -1.7673 -0.025 -0.296 0.058 -0.22
H 1.0409 -0.2838 -3.7098 0.013 -0.020 -0.004 0.11
H 1.9117 -1.2559 -2.4817 0.051 0.021 -0.005 0.09
H 2.1017 0.5198 -2.5569 0.017 0.020 0.001 0.07
H -0.3662 -0.7468 -1.9677 -0.068 0.090 -0.056 0.05
```
Forces are in eV/Å.

Output
Lowest unoccupied orbital energy (spin up / spin down) = -0.2347 / -0.2346 hartree
F_max = 1.0 eV Å⁻¹
Frontier orbital gap (spin up / spin down) = 5.5 / 6.2 eV
Energy relative to the best compared isomer or geometry (same formula, charge and spin) = 0.0 kJ/mol
Energy = -261739.622 eV
HOMO (spin up / spin down) = -11.9 / -12.5 eV
Multiplicity = 5
Total charge = +2
⟨S²⟩ = 6.0204

2.
This record from the Open Molecules 2025 dataset describes a molecular structure, C12H20HgN3O5Rb at a distorted geometry. The level of theory is the ωB97M-V functional and the def2-TZVPD basis.

Structure (XYZ):
```
42
Properties=species:S:1:pos:R:3:forces:R:3:lowdin_charge:R:1
Hg 1.7663 -0.3055 -3.9547 -0.715 1.359 0.962 1.40
Rb 0.7635 -3.9039 -2.1586 -0.034 -0.723 0.327 1.01
O 0.9582 -1.1549 -2.2771 0.153 -1.127 -0.409 -0.58
H 0.7070 -0.5690 -1.5511 0.329 0.627 -0.295 -0.03
C -0.9210 -4.2927 1.3581 -0.221 -0.179 -0.113 -0.31
O -0.2123 -4.7452 0.4620 0.098 0.436 -0.267 -0.10
N -1.4242 -3.0468 1.3924 0.178 -0.245 -0.004 -0.18
C -2.1091 -2.5235 2.5601 -0.382 -0.176 0.217 -0.03
C -0.9255 -2.0568 0.4619 0.700 -0.619 -0.025 -0.05
H -1.2349 -4.9156 2.2041 0.014 0.006 0.029 0.15
H -2.1119 -3.2290 3.3894 0.148 -0.195 -0.165 0.10
H -3.1532 -2.3366 2.3099 0.033 0.329 0.082 0.10
H -1.6076 -1.6237 2.9157 -0.112 0.115 -0.075 0.09
H -1.6474 -1.2672 0.2850 0.024 0.164 0.247 0.10
H 0.0337 -1.7309 0.8831 -0.158 0.718 -0.238 0.09
H -0.6817 -2.5191 -0.4967 -0.388 0.020 0.202 0.00
C 0.3950 2.7265 -3.1801 0.617 0.537 -0.377 -0.29
O 0.9805 1.7768 -3.7444 0.885 -1.010 -0.600 -0.18
N -0.8547 2.7465 -2.8703 -0.734 -0.373 0.962 -0.15
C -1.7001 1.5657 -2.8929 -0.502 0.136 -0.662 0.00
C -1.4264 3.8968 -2.2119 -0.892 0.761 0.489 -0.01
H 0.9168 3.6599 -2.9833 0.286 0.024 -0.017 0.16
H -2.5453 1.7853 -3.5497 -0.054 -0.162 0.121 0.12
H -2.0871 1.3361 -1.8997 0.141 0.128 0.044 0.10
H -1.1741 0.7128 -3.3014 0.139 -0.037 0.025 0.06
H -0.7456 4.7370 -2.1217 0.297 -0.162 -0.167 0.11
H -2.3122 4.2486 -2.7457 0.106 -0.131 -0.130 0.11
H -1.7521 3.6356 -1.2039 0.120 -0.108 0.012 0.10
C 2.4339 -1.1259 2.3879 0.055 0.167 -0.014 -0.06
C 1.7294 -0.3120 3.2652 -0.076 0.004 -0.235 -0.04
C 1.1755 0.8773 2.8062 -0.242 0.026 0.702 0.02
C 1.3783 1.2693 1.5020 0.328 -0.017 0.563 -0.16
C 2.1860 0.5454 0.6638 0.140 -0.954 -0.878 -0.03
C 2.6829 -0.6790 1.0922 -0.061 -0.154 0.193 -0.07
N 0.7873 2.5114 1.0281 0.136 -0.064 -0.832 -0.35
O -0.0903 3.0163 1.6674 -0.458 0.296 0.534 0.13
O 1.1911 2.9312 -0.0478 -0.018 0.073 -0.231 0.05
H 2.7886 -2.0903 2.7299 0.156 0.074 -0.070 0.12
H 1.6166 -0.6063 4.2993 -0.134 0.025 -0.006 0.12
H 0.5974 1.5038 3.4734 0.007 0.013 -0.069 0.13
H 2.3599 0.8419 -0.3625 0.070 0.334 0.158 0.11
H 3.2689 -1.2902 0.4166 0.023 0.064 0.010 0.11
```
Forces are in eV/Å.

Output
Lowest unoccupied orbital energy = -0.3714 hartree
F_max = 1.8 eV Å⁻¹
Frontier orbital gap = 4.7 eV
Energy = -32287.691 eV
HOMO = -14.8 eV
Total charge = +2

3.
This record from the Open Molecules 2025 dataset describes C3H6N2O3 in the gas phase at a distorted geometry. The level of theory is the ωB97M-V functional and the def2-TZVPD basis.

Structure (XYZ):
```
14
Properties=species:S:1:pos:R:3:forces:R:3:lowdin_charge:R:1
N 3.3350 0.8529 0.0753 0.403 -1.658 -0.630 -0.01
N 1.9707 0.4499 0.0163 0.908 0.259 -0.534 -0.02
C 1.6897 -0.7800 0.0645 -0.105 -0.261 0.550 -0.23
O 0.4014 -1.1590 -0.0842 0.319 -0.108 0.123 -0.03
C -0.4742 -0.1004 0.0339 -1.133 0.390 2.058 -0.24
O -1.7235 -0.7571 -0.0292 -1.187 0.758 -0.660 0.00
C -2.7916 0.0716 -0.0528 -0.065 1.592 0.906 -0.30
O -2.7659 1.3110 0.0364 -0.058 -3.747 -0.507 0.04
H 3.8599 0.2154 -0.5553 -0.181 0.320 0.830 0.08
H 3.4695 1.7392 -0.3904 -0.742 0.345 0.194 0.06
H 2.2161 -1.7059 0.3465 0.770 0.770 -0.527 0.15
H -0.3964 0.6380 -0.7586 0.184 0.172 0.174 0.14
H -0.4515 0.3144 1.1070 0.521 0.035 -1.763 0.18
H -3.6770 -0.6275 -0.0483 0.365 1.135 -0.215 0.16
```
Forces are in eV/Å.

Output
Lowest unoccupied orbital energy = 0.0340 hartree
F_max = 3.8 eV Å⁻¹
Frontier orbital gap = 10.1 eV
Energy relative to the best compared isomer or geometry (same formula, charge and spin) = 331.4 kJ/mol
Energy = -12328.793 eV
HOMO = -9.2 eV
Total charge = 0

4.
This record from the Open Molecules 2025 dataset describes 2 unconnected molecules or ions with the total composition CH5BrO at a distorted geometry. The level of theory is the ωB97M-V functional and the def2-TZVPD basis.

Structure (XYZ):
```
8
Properties=species:S:1:pos:R:3:forces:R:3:lowdin_charge:R:1
C 0.0000 0.0000 0.0000 -0.053 -0.994 0.681 -0.46
Br 1.6611 0.8992 -0.6204 0.465 -0.661 1.767 0.65
H -0.8824 0.6488 0.1309 1.031 0.060 -0.060 0.05
H 0.1421 -0.5906 0.9206 0.496 0.352 -0.501 0.04
H -0.1937 -0.6929 -0.8361 0.033 -0.229 0.871 0.02
O -0.6115 1.3915 -1.9198 -0.295 0.166 -1.777 -0.23
H -0.4791 0.4267 -1.7786 -0.355 1.688 -1.055 -0.03
H 0.2747 1.7273 -2.1848 -1.321 -0.381 0.073 -0.03
```
Forces are in eV/Å.

Output
Lowest unoccupied orbital energy = 0.0192 hartree
F_max = 2.0 eV Å⁻¹
Frontier orbital gap = 10.6 eV
Energy relative to the best compared isomer or geometry (same formula, charge and spin) = 118.5 kJ/mol
Energy = -73206.747 eV
HOMO = -10.1 eV
Total charge = 0

total charge of number 4 (CH5BrO)?
0

What is the formula in the second record?
C12H20HgN3O5Rb

Repeat the fourth record exactly.
This record from the Open Molecules 2025 dataset describes 2 unconnected molecules or ions with the total composition CH5BrO at a distorted geometry. The level of theory is the ωB97M-V functional and the def2-TZVPD basis.

Structure (XYZ):
```
8
Properties=species:S:1:pos:R:3:forces:R:3:lowdin_charge:R:1
C 0.0000 0.0000 0.0000 -0.053 -0.994 0.681 -0.46
Br 1.6611 0.8992 -0.6204 0.465 -0.661 1.767 0.65
H -0.8824 0.6488 0.1309 1.031 0.060 -0.060 0.05
H 0.1421 -0.5906 0.9206 0.496 0.352 -0.501 0.04
H -0.1937 -0.6929 -0.8361 0.033 -0.229 0.871 0.02
O -0.6115 1.3915 -1.9198 -0.295 0.166 -1.777 -0.23
H -0.4791 0.4267 -1.7786 -0.355 1.688 -1.055 -0.03
H 0.2747 1.7273 -2.1848 -1.321 -0.381 0.073 -0.03
```
Forces are in eV/Å.

Output
Lowest unoccupied orbital energy = 0.0192 hartree
F_max = 2.0 eV Å⁻¹
Frontier orbital gap = 10.6 eV
Energy relative to the best compared isomer or geometry (same formula, charge and spin) = 118.5 kJ/mol
Energy = -73206.747 eV
HOMO = -10.1 eV
Total charge = 0

What did the third record say?
This record from the Open Molecules 2025 dataset describes C3H6N2O3 in the gas phase at a distorted geometry. The level of theory is the ωB97M-V functional and the def2-TZVPD basis.

Structure (XYZ):
```
14
Properties=species:S:1:pos:R:3:forces:R:3:lowdin_charge:R:1
N 3.3350 0.8529 0.0753 0.403 -1.658 -0.630 -0.01
N 1.9707 0.4499 0.0163 0.908 0.259 -0.534 -0.02
C 1.6897 -0.7800 0.0645 -0.105 -0.261 0.550 -0.23
O 0.4014 -1.1590 -0.0842 0.319 -0.108 0.123 -0.03
C -0.4742 -0.1004 0.0339 -1.133 0.390 2.058 -0.24
O -1.7235 -0.7571 -0.0292 -1.187 0.758 -0.660 0.00
C -2.7916 0.0716 -0.0528 -0.065 1.592 0.906 -0.30
O -2.7659 1.3110 0.0364 -0.058 -3.747 -0.507 0.04
H 3.8599 0.2154 -0.5553 -0.181 0.320 0.830 0.08
H 3.4695 1.7392 -0.3904 -0.742 0.345 0.194 0.06
H 2.2161 -1.7059 0.3465 0.770 0.770 -0.527 0.15
H -0.3964 0.6380 -0.7586 0.184 0.172 0.174 0.14
H -0.4515 0.3144 1.1070 0.521 0.035 -1.763 0.18
H -3.6770 -0.6275 -0.0483 0.365 1.135 -0.215 0.16
```
Forces are in eV/Å.

Output
Lowest unoccupied orbital energy = 0.0340 hartree
F_max = 3.8 eV Å⁻¹
Frontier orbital gap = 10.1 eV
Energy relative to the best compared isomer or geometry (same formula, charge and spin) = 331.4 kJ/mol
Energy = -12328.793 eV
HOMO = -9.2 eV
Total charge = 0